[1]
10
Properties=species:S:1:pos:R:3 method="wB97M-V/def2-TZVPD" lumo_energy_ha="-0.064 / -0.074" relative_energy_kcal_mol=76.3 total_energy_ha=-8004.43625 homo_lumo_gap_ev="7.9 / 7.1" e_homo_ev="-9.67 / -9.09"
Br 1.89 0.19 -1.57
Br 1.98 -1.86 1.02
Br 1.44 1.17 1.40
O -0.98 0.93 -1.67
O -0.77 1.60 0.34
N -1.06 0.70 -0.48
C 1.39 -0.25 0.29
C -1.19 -0.52 0.07
H -1.20 -1.50 -0.49
H -1.50 -0.45 1.10



[2]
10
Properties=species:S:1:pos:R:3 method="wB97M-V/def2-TZVPD" lumo_energy_ha="-0.245 / -0.245" relative_energy_kcal_mol=5.8 total_energy_ha=-1638.44065 homo_lumo_gap_ev="8.6 / 8.6" total_charge=+1 e_homo_ev="-15.29 / -15.29"
Cl 1.69 1.60 -0.69
Cl -1.04 -0.85 -2.52
Cl -0.31 -1.39 2.43
N -0.32 1.12 0.97
N -0.14 -0.86 -0.06
N 0.01 -0.25 -1.30
N 0.54 0.85 -1.61
C -0.18 -0.12 1.10
H 0.20 -1.80 -0.12
H -0.46 1.69 1.80